Record 1
39
Properties=species:S:1:pos:R:3:forces:R:3 method="wB97M-V/def2-TZVPD" orbital_gap_ev="10.51 / 1.91" spin_multiplicity=2 lumo_ev="-3.1 / -11.1" total_charge=+1 de_lowest_kcal_mol=0.0 homo_ev="-13.59 / -12.99" energy_ha=-881.88859
O -1.698561 4.056455 0.058500 0.41 1.15 1.43
H -0.870553 3.780618 -0.334623 1.68 -0.28 -0.57
H -2.359370 3.507751 -0.363976 -1.79 -1.24 -1.19
O 3.111295 -0.026223 0.912051 0.54 -0.07 0.04
H 2.157087 -0.079922 0.858674 -0.42 0.04 -0.02
H 3.412765 -0.223934 0.025350 0.38 0.08 -0.27
O 0.593485 -0.117375 4.055768 -0.16 -0.01 -0.55
H 0.668279 0.123498 4.979143 0.05 0.24 0.25
H 0.487295 -1.068631 4.063726 0.03 -0.34 0.15
O -3.320151 2.642371 -1.596459 0.32 0.15 0.36
H -3.371133 2.893162 -2.518812 0.00 0.28 -0.33
H -3.702518 1.765436 -1.564709 -0.16 -0.28 0.18
O -0.120157 -4.036056 -0.475412 -0.54 0.22 -0.16
H -0.502639 -4.698387 0.100133 -0.09 -0.33 -0.03
H 0.341168 -3.441562 0.116179 0.72 0.04 0.25
O 1.651018 2.468638 -3.088286 -0.04 0.28 -0.32
H 1.453586 1.559632 -3.314010 0.01 -0.37 -0.26
H 1.538350 2.509998 -2.138639 -0.04 0.06 0.68
O 0.836001 -3.562490 -3.067332 0.36 0.22 -0.49
H 0.509241 -2.699097 -3.320347 -0.09 0.15 -0.25
H 0.399062 -3.750498 -2.236693 -0.24 -0.39 0.65
O 2.313975 -3.061949 0.995345 -0.63 -0.38 -0.22
H 2.140773 -2.879842 1.918962 0.21 0.07 0.31
H 2.465633 -2.201079 0.605324 0.37 0.34 0.06
O 0.973425 2.522031 -0.190709 -0.62 0.83 -0.59
H 1.626690 2.844607 0.430107 0.48 0.20 0.27
H 0.550210 1.793308 0.263252 0.02 -0.88 0.38
C -1.831961 0.527098 1.105594 0.03 -1.18 0.78
C -0.764225 -0.450197 0.638722 0.32 1.21 -2.55
C -0.602049 -0.373862 -0.896664 -0.72 -0.75 -0.13
O 0.483527 -0.014886 1.129559 -0.23 -0.04 0.47
H -1.898159 0.327165 2.175057 -0.28 0.61 0.24
H -2.806964 0.274312 0.688980 0.05 0.32 -0.17
H -1.479308 1.542678 0.925795 -0.34 0.14 -0.07
H -1.017738 -1.458462 0.966196 0.11 -0.18 -0.02
H 0.236147 -0.922613 -1.326070 0.01 -0.46 0.44
H -0.473463 0.616661 -1.333034 -0.17 0.48 0.58
H -1.522973 -0.766954 -1.327334 0.06 -0.15 -0.23
H 0.392909 0.078602 2.080692 0.39 0.19 0.92

---

Record 2
43
Properties=species:S:1:pos:R:3:forces:R:3 method="wB97M-V/def2-TZVPD" orbital_gap_ev=9.68 lumo_ev=0.0 total_charge=0 de_lowest_kcal_mol=69.3 homo_ev=-9.66 energy_ha=-1088.08178
O 4.400828 -0.089657 0.485695 0.31 0.92 -0.61
C 3.757359 0.931730 0.609659 -0.08 -1.65 1.13
C 2.509183 0.850469 1.450930 -0.18 -0.92 2.01
N 1.363476 1.325723 0.699557 0.10 -1.74 -1.20
C 0.689313 0.210564 0.005216 -1.96 0.98 1.36
O 0.216183 -0.810095 0.901897 1.39 -0.59 -0.28
H 4.045203 1.895058 0.183160 0.09 0.21 -0.32
H 2.627236 1.327380 2.451476 0.01 0.52 -0.89
H 2.440016 -0.232791 1.855450 -0.20 1.38 -1.21
H 0.684658 1.904432 1.167940 0.26 -0.07 0.24
H -0.160051 0.649098 -0.557242 0.58 -0.36 0.28
H 1.265072 -0.416850 -0.662479 0.86 0.63 -0.20
H -0.546039 -0.692587 1.462811 -0.84 1.00 -0.16
O 0.046710 1.078852 3.845983 1.20 0.08 1.04
H -0.303049 0.344645 4.348569 -0.13 -0.29 -0.17
H -0.204795 0.991539 2.933029 -0.57 -0.30 -0.13
O -1.364736 3.348701 -0.632726 0.18 -0.24 0.34
H -0.565925 3.521513 -1.138591 0.13 0.11 -0.12
H -1.376165 2.382716 -0.592866 -0.25 -0.06 -0.27
O 0.226644 -3.332586 0.079367 1.26 0.03 -1.45
H -0.391504 -3.894156 0.541740 -0.16 0.37 0.64
H 0.583112 -2.532916 0.510278 -1.03 -0.56 0.67
O 0.788788 1.330993 -2.822535 0.28 0.58 -2.57
H 1.515669 0.737356 -2.629718 0.31 -0.20 0.27
H 0.977311 1.571305 -3.793645 -0.56 -0.41 2.19
O 1.237356 -2.500742 -2.554643 0.79 0.33 -1.43
H 2.167113 -2.726369 -2.462504 -0.18 -0.11 0.52
H 0.802145 -2.419707 -1.713580 -0.08 -0.58 0.99
O -2.115468 0.417584 -1.573458 -0.23 0.60 0.09
H -2.566351 0.940939 -2.246223 -0.10 0.07 0.20
H -1.582290 -0.191169 -2.106231 -0.16 -0.46 0.12
O -2.490803 0.002856 1.442325 -0.27 1.13 -0.76
H -2.425638 0.341228 0.520494 0.03 -0.86 0.18
H -2.914616 0.787769 1.838858 0.36 -0.52 0.43
O -1.570308 2.479375 2.542646 -0.07 0.76 -0.90
H -1.440886 3.198369 3.169089 -0.07 -0.14 0.29
H -1.024382 2.771035 1.794829 -0.58 0.13 -0.11
O -1.008200 -1.525139 -3.091126 -0.27 -0.47 -0.72
H -0.940381 -2.440201 -3.459021 0.16 1.28 0.55
H -0.152214 -1.095798 -3.254810 -0.16 -0.62 -0.10
O -2.518320 -3.840660 0.188214 0.04 -0.22 -0.33
H -2.542764 -3.165414 0.874891 -0.02 0.22 -0.31
H -2.138492 -3.434393 -0.612708 -0.20 0.05 0.71

---

Please write out number 1 again, unchanged.
39
Properties=species:S:1:pos:R:3:forces:R:3 method="wB97M-V/def2-TZVPD" orbital_gap_ev="10.51 / 1.91" spin_multiplicity=2 lumo_ev="-3.1 / -11.1" total_charge=+1 de_lowest_kcal_mol=0.0 homo_ev="-13.59 / -12.99" energy_ha=-881.88859
O -1.698561 4.056455 0.058500 0.41 1.15 1.43
H -0.870553 3.780618 -0.334623 1.68 -0.28 -0.57
H -2.359370 3.507751 -0.363976 -1.79 -1.24 -1.19
O 3.111295 -0.026223 0.912051 0.54 -0.07 0.04
H 2.157087 -0.079922 0.858674 -0.42 0.04 -0.02
H 3.412765 -0.223934 0.025350 0.38 0.08 -0.27
O 0.593485 -0.117375 4.055768 -0.16 -0.01 -0.55
H 0.668279 0.123498 4.979143 0.05 0.24 0.25
H 0.487295 -1.068631 4.063726 0.03 -0.34 0.15
O -3.320151 2.642371 -1.596459 0.32 0.15 0.36
H -3.371133 2.893162 -2.518812 0.00 0.28 -0.33
H -3.702518 1.765436 -1.564709 -0.16 -0.28 0.18
O -0.120157 -4.036056 -0.475412 -0.54 0.22 -0.16
H -0.502639 -4.698387 0.100133 -0.09 -0.33 -0.03
H 0.341168 -3.441562 0.116179 0.72 0.04 0.25
O 1.651018 2.468638 -3.088286 -0.04 0.28 -0.32
H 1.453586 1.559632 -3.314010 0.01 -0.37 -0.26
H 1.538350 2.509998 -2.138639 -0.04 0.06 0.68
O 0.836001 -3.562490 -3.067332 0.36 0.22 -0.49
H 0.509241 -2.699097 -3.320347 -0.09 0.15 -0.25
H 0.399062 -3.750498 -2.236693 -0.24 -0.39 0.65
O 2.313975 -3.061949 0.995345 -0.63 -0.38 -0.22
H 2.140773 -2.879842 1.918962 0.21 0.07 0.31
H 2.465633 -2.201079 0.605324 0.37 0.34 0.06
O 0.973425 2.522031 -0.190709 -0.62 0.83 -0.59
H 1.626690 2.844607 0.430107 0.48 0.20 0.27
H 0.550210 1.793308 0.263252 0.02 -0.88 0.38
C -1.831961 0.527098 1.105594 0.03 -1.18 0.78
C -0.764225 -0.450197 0.638722 0.32 1.21 -2.55
C -0.602049 -0.373862 -0.896664 -0.72 -0.75 -0.13
O 0.483527 -0.014886 1.129559 -0.23 -0.04 0.47
H -1.898159 0.327165 2.175057 -0.28 0.61 0.24
H -2.806964 0.274312 0.688980 0.05 0.32 -0.17
H -1.479308 1.542678 0.925795 -0.34 0.14 -0.07
H -1.017738 -1.458462 0.966196 0.11 -0.18 -0.02
H 0.236147 -0.922613 -1.326070 0.01 -0.46 0.44
H -0.473463 0.616661 -1.333034 -0.17 0.48 0.58
H -1.522973 -0.766954 -1.327334 0.06 -0.15 -0.23
H 0.392909 0.078602 2.080692 0.39 0.19 0.92